Entry 1:
Molecular formula: C29H39IrN3O7P3S3Si
Method: DFT, ωB97M-V/def2-TZVPD

XYZ file:
```
86
Properties=species:S:1:pos:R:3:forces:R:3
Ir 1.29858 -0.38629 -1.38907 -0.009 0.026 0.178
N 0.84032 -3.27903 3.10820 0.040 0.105 -0.012
C 1.40275 -3.45977 1.74106 0.015 -0.107 -0.063
C 2.24463 -4.74141 1.73232 0.039 0.040 -0.040
P -0.04828 -3.67757 0.60047 0.035 0.043 -0.044
O -0.08355 -5.26464 0.28337 -0.037 -0.007 0.050
O -1.26398 -3.44650 1.58617 0.032 0.084 0.080
O -0.11660 -2.94902 -0.68008 0.036 0.024 -0.053
P 2.53923 -2.01252 1.34286 -0.116 0.056 0.011
O 1.81565 -0.84151 2.16867 0.072 -0.155 0.069
O 3.85561 -2.36171 1.91680 0.022 0.033 0.048
O 2.46068 -1.68599 -0.13690 -0.086 -0.052 0.010
H -0.84480 -3.37351 2.48682 -0.043 -0.098 -0.039
H 0.92726 -2.30018 3.36714 0.002 0.024 0.015
H 1.39421 -3.81212 3.76776 -0.047 -0.027 -0.002
H 1.65154 -5.59840 2.05500 0.005 0.008 -0.003
H 3.09920 -4.59028 2.39033 0.004 0.007 -0.001
H 2.63186 -4.95177 0.73629 -0.010 -0.011 -0.022
H -0.27275 -5.37246 -0.65612 0.003 -0.002 0.001
H 1.45581 -0.11764 1.58913 0.023 0.100 -0.076
C -1.88426 -1.02372 -2.82385 -0.034 -0.020 0.019
Si -1.12116 0.56785 -3.45725 -0.044 0.044 -0.001
C -1.11991 0.37354 -5.34218 0.008 0.001 -0.006
C -2.29689 1.95265 -2.97668 0.034 -0.023 0.001
N 0.49651 0.80105 -2.86662 -0.075 -0.041 0.012
C 1.28572 1.83857 -3.27748 0.045 0.073 -0.008
C 0.86137 2.84221 -4.18479 -0.005 -0.011 -0.004
C 1.69141 3.84641 -4.64243 -0.041 -0.010 -0.006
C 3.01297 3.92972 -4.22492 0.061 0.018 0.013
C 3.46470 2.98668 -3.31582 0.021 0.005 -0.016
C 2.62250 2.00051 -2.84315 -0.032 -0.151 -0.060
O 3.13801 1.05878 -1.93370 0.218 0.345 -0.189
C 3.67479 1.54976 -0.75092 -0.163 -0.092 0.174
C 4.50603 0.68427 -0.05897 0.041 -0.006 0.037
C 4.97924 1.05235 1.19052 0.019 -0.035 -0.026
C 4.63635 2.28124 1.73623 -0.036 0.068 -0.007
C 3.79991 3.13602 1.03109 0.051 -0.035 0.070
C 3.30461 2.77596 -0.21301 0.036 -0.041 -0.123
H -2.48489 -1.46863 -3.62370 0.005 -0.004 -0.003
H -2.54667 -0.82022 -1.98046 0.012 -0.014 -0.035
H -1.16932 -1.76657 -2.47228 0.041 -0.032 0.010
H -2.14532 0.22444 -5.69385 0.001 0.003 -0.001
H -0.54705 -0.51779 -5.61654 -0.005 -0.005 0.002
H -0.69540 1.21656 -5.88730 0.002 -0.007 -0.001
H -3.31390 1.70968 -3.30084 0.002 -0.008 0.004
H -2.03523 2.92670 -3.39146 0.003 0.014 -0.013
H -2.30657 2.05463 -1.88753 -0.011 0.003 -0.028
H -0.16248 2.82970 -4.52598 -0.018 0.005 -0.005
H 1.29276 4.58009 -5.33356 -0.002 -0.001 0.000
H 3.67145 4.70991 -4.58224 -0.006 0.001 -0.005
H 4.48112 3.02117 -2.94135 -0.006 -0.023 0.014
H 4.71522 -0.29184 -0.47450 0.015 0.010 0.016
H 5.58999 0.35638 1.75025 -0.008 -0.024 -0.016
H 4.99798 2.56090 2.71731 -0.001 0.002 0.002
H 3.50247 4.08313 1.46319 -0.004 0.005 -0.009
H 2.62353 3.41913 -0.75241 0.000 0.017 0.034
N 1.85156 -1.86458 -2.79016 0.039 -0.019 0.038
H 2.22961 -1.49990 -3.65727 -0.016 -0.015 -0.017
H 1.04938 -2.45385 -2.98938 -0.017 0.011 0.013
H 2.54567 -2.43043 -2.30663 0.015 0.012 -0.026
S -2.90074 3.18298 0.90747 -0.025 0.036 0.006
P -2.54853 1.35894 1.47973 0.101 0.015 0.038
S -1.25398 0.16424 0.36300 -0.187 -0.059 0.079
C -2.02028 1.27144 3.22158 -0.008 0.027 0.002
C -2.77205 1.95497 4.17593 -0.001 -0.002 0.005
C -2.41390 1.89902 5.51237 -0.004 0.009 -0.004
C -1.28884 1.18121 5.90268 0.002 0.001 -0.004
C -0.52785 0.51848 4.95321 0.006 -0.011 -0.004
C -0.89722 0.55626 3.61386 0.041 -0.025 -0.029
C -3.98727 0.24624 1.39199 0.020 -0.010 -0.047
C -3.88161 -1.06464 1.85266 0.020 -0.024 0.030
C -4.95511 -1.93166 1.72587 -0.002 0.004 -0.002
C -6.13700 -1.49190 1.14323 0.001 0.013 0.005
C -6.24296 -0.18663 0.68411 -0.005 -0.007 0.005
C -5.16732 0.68245 0.80365 -0.004 0.017 0.010
H -3.62737 2.54015 3.86053 -0.007 0.001 0.001
H -3.00471 2.42641 6.25091 -0.002 0.000 0.001
H -1.00152 1.15061 6.94651 -0.002 -0.001 0.001
H 0.36449 -0.02114 5.24610 -0.002 0.000 -0.012
H -0.29665 0.04842 2.87033 -0.050 -0.021 0.072
H -2.95398 -1.41383 2.29058 -0.014 0.002 -0.018
H -4.86274 -2.95293 2.07282 0.003 0.002 -0.003
H -6.97517 -2.17065 1.04311 0.000 0.000 -0.002
H -7.16248 0.15507 0.22556 -0.001 -0.001 -0.002
H -5.22525 1.70215 0.44245 0.001 0.000 -0.002
S 0.55684 1.18421 0.24018 -0.009 -0.080 -0.089
```
Positions in Å, forces in eV/Å.

Its total charge is -1. As for the gap between HOMO and LUMO (alpha / beta): 6.31 / 6.20 eV. The energy relative to the best compared isomer or geometry (same formula, charge and spin) is 0.2930 eV. As for the expectation value of S²: 0.7522. Its spin multiplicity is 2.

Entry 2:
Molecular formula: C29H39N5O9Rb
Method: DFT, ωB97M-V/def2-TZVPD

XYZ file:
```
83
Properties=species:S:1:pos:R:3:forces:R:3
Rb -0.17284 -0.40101 -1.11855 0.242 0.119 0.045
O 3.02718 1.98247 -1.30914 -0.016 -0.797 -0.412
C 4.07647 1.14792 -1.76676 0.281 0.036 0.237
C 4.04371 -0.30628 -1.29260 -0.279 -0.728 -0.207
N 2.81414 -1.07526 -1.51461 -0.480 0.443 0.207
C 2.42939 -1.26206 -2.93479 0.613 -0.594 0.408
C 1.70154 -0.15850 -3.75207 -0.457 0.196 -0.510
O 1.45461 -0.45622 -4.95148 0.437 0.193 1.331
O 1.36578 0.92055 -3.16535 0.186 -0.490 -0.116
C 2.91414 -2.35297 -0.74458 0.422 0.594 -0.154
C 1.59828 -3.04057 -0.33880 -0.623 -0.297 -0.175
O 1.46674 -3.43985 0.85850 0.180 0.455 -1.198
O 0.76984 -3.16842 -1.29439 0.094 -0.042 1.017
H 2.26206 1.67247 -1.86901 0.142 0.248 0.270
H 5.02235 1.54811 -1.36688 -0.185 0.047 -0.174
H 4.15378 1.16823 -2.86209 -0.135 0.054 0.054
H 4.22232 -0.38117 -0.21651 0.122 0.415 -0.029
H 4.89254 -0.84389 -1.78722 -0.085 0.320 0.115
H 1.79803 -2.15066 -2.89370 -0.158 0.154 -0.447
H 3.31532 -1.53247 -3.53127 0.056 -0.049 -0.028
H 3.50651 -2.13169 0.15998 -0.298 -0.239 -0.349
H 3.46672 -3.09161 -1.34670 0.153 -0.092 0.108
C -1.84634 -3.43608 1.81287 0.547 0.624 0.153
N -2.05813 -3.54006 0.38309 -0.222 -0.163 0.227
C -1.83901 -4.87683 -0.14717 0.130 0.040 -0.105
C -2.40579 -2.46647 -0.34690 -0.438 0.592 0.160
O -2.65682 -1.35312 0.14069 0.325 -0.795 -0.247
C -2.50622 -2.70147 -1.86069 0.351 -0.205 -0.536
O -2.32568 -1.54992 -2.68313 0.138 -0.761 0.642
C -3.31924 -0.55364 -2.62369 -0.520 0.321 -0.349
C -2.76636 0.76904 -3.17493 -0.157 0.217 0.440
O -3.10499 1.80313 -2.59050 0.162 -0.316 -0.133
N -1.94656 0.75965 -4.25274 -0.459 0.687 0.483
C -1.76012 -0.31548 -5.18581 -0.476 -0.629 -0.448
C -1.38507 2.04180 -4.66789 0.081 -0.143 -0.125
H -0.76641 -3.49983 2.03530 -0.303 0.121 -0.177
H -2.32692 -4.27907 2.29512 -0.313 -0.041 0.222
H -2.24155 -2.47804 2.16547 0.088 -0.277 -0.008
H -2.00024 -5.58800 0.67727 -0.004 0.188 -0.402
H -0.81575 -4.98280 -0.51729 -0.015 0.039 0.003
H -2.55098 -5.08252 -0.94585 0.036 -0.178 0.025
H -3.47090 -3.18025 -2.09758 0.133 -0.004 0.113
H -1.67866 -3.37560 -2.14028 -0.384 0.280 -0.020
H -3.66427 -0.43651 -1.59159 0.184 0.425 -0.330
H -4.21132 -0.76602 -3.25199 0.302 -0.427 0.107
H -2.21311 -1.22560 -4.80751 0.160 -0.050 -0.003
H -0.70122 -0.47662 -5.36451 0.174 -0.042 -0.006
H -2.26622 -0.08619 -6.14245 0.199 0.133 0.222
H -1.93391 2.81814 -4.14008 0.082 0.124 -0.266
H -1.45684 2.13164 -5.76560 -0.137 0.063 0.423
H -0.33430 2.06430 -4.38720 0.161 0.032 -0.002
N 1.15329 -0.77665 3.83782 -0.240 0.033 0.529
C 0.95598 -0.94750 2.51009 0.530 -0.197 -1.459
N -0.07674 -0.28987 2.02787 0.631 -0.997 -0.051
C -0.65444 0.28124 3.12514 0.289 0.376 1.294
C -1.79820 1.05151 3.24459 -0.406 0.064 -0.166
C -2.16062 1.54203 4.50255 -0.026 0.018 -0.641
C -1.39032 1.27811 5.63594 0.793 -0.374 0.285
C -0.22508 0.48697 5.54217 -0.354 0.215 0.558
C 0.11282 0.00814 4.29377 -0.326 0.166 -0.543
H 1.89124 -1.18851 4.38529 -0.134 0.013 -0.135
H 1.61324 -1.61416 1.91554 -0.542 0.488 0.406
H -2.37910 1.20710 2.33185 -0.031 0.160 0.392
H -3.05315 2.16137 4.57647 0.160 -0.148 0.103
H -1.67779 1.70250 6.60273 0.075 -0.225 -0.345
H 0.40247 0.21039 6.40298 -0.465 0.377 -0.266
C -1.39494 3.89199 0.39867 -0.084 -0.242 -0.031
C -0.20699 2.98261 0.62195 0.465 -0.775 -1.380
O 0.08743 2.11141 -0.20074 -0.573 1.517 1.207
C 0.61707 3.14623 1.83878 0.632 -0.147 0.753
C 0.16120 3.84618 2.95414 0.205 0.372 0.250
C 0.90638 3.87449 4.14312 -0.459 -0.031 -0.053
C 2.09091 3.14291 4.23841 -0.330 0.192 -0.233
C 2.56363 2.46602 3.11758 0.100 -0.024 -0.123
C 1.85965 2.49412 1.92452 -0.055 -0.352 -0.658
H -1.89598 3.55224 -0.49660 -0.094 -0.027 -0.314
H -1.10811 4.94541 0.28175 0.054 -0.268 0.179
H -2.10786 3.79548 1.22158 0.108 0.141 0.065
H -0.77262 4.41121 2.89878 0.255 -0.282 0.094
H 0.48961 4.43995 4.98948 0.398 -0.356 -0.329
H 2.66335 3.09667 5.15647 -0.114 0.112 0.080
H 3.49441 1.90048 3.16996 -0.169 0.198 -0.007
H 2.26359 2.00526 1.02089 -0.331 0.202 0.485
```
Positions in Å, forces in eV/Å.

Its total charge is -1. As for the gap between HOMO and LUMO: 7.30 eV. The energy relative to the best compared isomer or geometry (same formula, charge and spin) is 0.0000 eV.

Entry 3:
Molecular formula: C29H40BrN2O7P2W
Method: DFT, ωB97M-V/def2-TZVPD

XYZ file:
```
82
Properties=species:S:1:pos:R:3:forces:R:3
W 0.87828 0.47761 0.11365 -1.861 -1.447 -0.884
C 0.62892 -1.78350 -0.13387 -0.429 0.023 -0.223
C -0.67026 -1.22587 0.20416 0.044 -0.365 -0.350
C -1.05741 -0.41609 -0.95644 0.166 -0.512 -0.142
C 0.03094 -0.50655 -1.89295 -0.397 -0.793 0.329
C 1.01076 -1.40859 -1.44402 -0.400 -0.192 0.087
C 2.05916 -2.09802 -2.29285 0.336 0.252 0.142
C 3.04547 -2.89033 -1.42862 -0.080 0.032 0.000
C 2.84314 -1.12405 -3.17715 -0.033 -0.056 0.063
C 1.27068 -3.07200 -3.18503 -0.046 0.052 0.052
C -2.46495 -0.01579 -1.47062 0.064 0.406 0.073
C -3.23884 0.96729 -0.56743 0.059 -0.036 -0.086
C -3.28769 -1.30171 -1.67235 0.053 0.021 0.022
C -2.39458 0.59576 -2.88150 -0.018 -0.037 0.038
C -1.49887 -2.00044 1.25598 -0.009 0.303 0.169
C -2.71105 -1.23455 1.80037 0.082 -0.143 -0.087
C -1.91633 -3.32829 0.59602 -0.018 0.015 -0.068
C -0.68927 -2.39912 2.50189 -0.029 0.015 -0.074
H 1.07227 -2.61419 0.38952 0.250 0.308 0.253
H -0.00529 -0.11467 -2.89522 0.223 0.432 0.141
H 3.52172 -2.24701 -0.68975 0.031 -0.024 -0.012
H 3.82458 -3.31148 -2.06432 -0.009 -0.026 0.001
H 2.55078 -3.72167 -0.92132 0.012 -0.010 0.003
H 3.51902 -0.52754 -2.56467 0.004 0.013 -0.033
H 2.17518 -0.47169 -3.74350 0.025 0.017 -0.014
H 3.44340 -1.68641 -3.89291 -0.004 -0.014 0.001
H 0.61966 -3.71066 -2.58435 0.003 -0.026 -0.026
H 1.96781 -3.70890 -3.73023 -0.001 0.004 -0.023
H 0.65584 -2.53415 -3.90951 -0.017 -0.020 -0.002
H -2.90392 0.93173 0.46351 -0.066 0.029 0.024
H -4.30576 0.73853 -0.58488 0.002 -0.011 -0.009
H -3.12667 1.99065 -0.92162 0.011 0.019 0.010
H -3.58589 -1.77407 -0.74404 -0.030 0.013 -0.002
H -2.72999 -2.02247 -2.27389 -0.025 -0.038 0.015
H -4.19869 -1.04565 -2.21472 0.003 0.008 -0.018
H -1.77132 1.48290 -2.92579 -0.005 -0.019 -0.033
H -3.40226 0.88797 -3.17894 -0.012 -0.019 0.011
H -2.04076 -0.13317 -3.61278 -0.006 0.038 -0.031
H -3.46460 -1.02475 1.05051 -0.027 0.033 0.014
H -2.38867 -0.29273 2.24864 -0.068 0.035 0.009
H -3.18505 -1.83007 2.58208 0.007 -0.002 0.009
H -2.31662 -3.19409 -0.40429 0.034 -0.088 0.073
H -2.67158 -3.82278 1.20921 -0.001 -0.017 0.009
H -1.05678 -3.99692 0.52070 0.005 0.001 0.000
H -0.50690 -1.55047 3.15587 0.010 -0.006 0.065
H 0.25746 -2.88398 2.26902 -0.010 -0.017 -0.009
H -1.28489 -3.11637 3.06860 0.014 -0.011 -0.007
O 3.58864 1.39979 1.89970 0.403 -0.019 0.117
P 4.04767 0.77748 0.47726 0.058 0.406 -0.214
O 5.35975 0.15458 0.56687 0.144 -0.220 -0.198
O 2.84900 -0.06416 -0.01041 1.290 0.299 0.372
O 4.03909 2.09512 -0.48009 -0.123 0.029 0.177
P 2.59051 2.80287 -0.87005 0.866 -0.344 -0.652
O 2.11382 1.61280 -2.00515 0.221 1.190 -0.114
O 1.66515 2.27194 0.29627 0.047 0.276 0.294
O -0.29087 2.35747 -1.47475 -0.529 0.669 0.161
H 4.37429 1.73736 2.35821 -0.144 -0.141 -0.068
H 2.81933 1.48686 -2.65428 -0.045 -0.147 0.021
Br -2.59803 7.01981 -1.19756 0.020 -0.106 0.093
C -2.01158 5.39803 -0.44083 0.070 -0.063 -0.176
C -2.23838 5.11906 0.89714 -0.061 0.152 0.127
C -1.78237 3.93305 1.43481 0.081 -0.316 0.003
C -1.09862 2.98563 0.66764 -0.617 0.580 -0.694
C -0.91805 3.28949 -0.69228 0.232 -0.559 0.154
C -1.35229 4.47959 -1.24073 -0.131 0.242 0.055
N -0.54624 1.78459 1.16335 0.421 -0.088 1.704
C -0.40099 1.66101 2.45733 -0.565 0.848 -1.560
C 0.51841 0.72141 2.99564 0.714 -1.204 0.591
C 0.71846 0.58806 4.37106 -0.431 0.428 -0.443
C 1.64313 -0.31579 4.84363 0.362 -0.383 -0.137
C 2.34233 -1.09178 3.92419 -0.237 0.218 0.454
C 2.09690 -0.92186 2.58058 0.022 -0.088 -0.443
N 1.21116 -0.03722 2.10310 -0.163 0.148 1.031
H -2.75340 5.83319 1.52355 -0.024 -0.016 -0.021
H -1.98327 3.74807 2.48047 -0.037 0.053 0.000
H -0.10233 2.74592 -2.33746 0.205 -0.106 -0.084
H -1.18449 4.69103 -2.28985 0.015 -0.022 0.006
H -0.88522 2.34362 3.14264 0.078 0.051 0.061
H 0.12703 1.19540 5.04361 0.067 0.038 0.014
H 1.82374 -0.42300 5.90430 -0.037 0.003 0.005
H 3.07819 -1.81357 4.24684 0.015 -0.011 -0.042
H 2.63930 -1.49751 1.84505 -0.022 0.064 -0.073
```
Positions in Å, forces in eV/Å.

Its total charge is +1. As for the gap between HOMO and LUMO (alpha / beta): 5.66 / 5.52 eV. The energy relative to the best compared isomer or geometry (same formula, charge and spin) is 3.4165 eV.

> The lowest energy relative to the best compared isomer or geometry (same formula, charge and spin) belongs to which entry?

C29H39N5O9Rb

> energy relative to the best compared isomer or geometry (same formula, charge and spin) of number 2 (C29H39N5O9Rb)?

0.0000 eV

> Number 3 is which compound?

C29H40BrN2O7P2W

> Which of these has the highest total charge?

C29H40BrN2O7P2W